A structure of composition C4H16F12Na2O20S4. Source: OMol25; level of theory: ωB97M-V with the def2-TZVPD basis set.

Cartesian coordinates (Å):
O1 0.0299 10.8347 13.1767
O2 -4.1369 19.9721 17.7721
H1 -3.0093 13.4130 18.7253
O3 -3.1581 14.1486 18.1312
H2 0.2856 16.3061 18.6844
O4 0.8676 17.3849 15.5784
O5 -3.4083 17.8699 18.9186
H3 -2.8312 12.3155 15.6422
O6 1.0606 16.8554 18.5665
F1 -1.2562 10.5051 23.1398
F2 -1.4542 18.9096 16.7332
F3 -1.2033 14.3229 15.9270
O7 -1.5247 11.3810 15.9321
H4 0.9265 12.0432 19.0161
H5 -0.0544 17.1276 15.5782
H6 -2.9617 14.9246 18.6560
S1 -0.3531 11.8945 16.6857
H7 -3.0525 9.1141 19.0692
S2 1.2416 10.9540 12.4593
F4 2.0166 12.4417 10.3581
C1 1.0417 12.4171 11.2591
C2 -0.9948 11.2687 22.0725
O8 -3.7309 11.1302 22.1147
F5 -0.0598 12.2841 10.5983
O9 -2.6734 11.9246 20.0593
O10 -2.8271 13.4122 21.9743
Na1 2.8280 10.2591 15.6155
S3 -2.7240 12.0272 21.5356
O11 -1.3038 8.7706 16.6692
F6 0.7604 14.2966 16.9316
O12 -5.1045 17.7759 17.1918
O13 2.3928 11.2167 13.3446
F7 1.0427 13.5654 12.0154
O14 0.8438 11.0941 16.5091
H8 -2.1528 10.2551 19.4941
F8 -2.9873 18.6220 15.1726
H9 -0.0560 14.3417 19.9933
H10 -0.9634 14.0364 18.8205
O15 -3.5531 12.9104 15.4392
O16 1.7559 12.4383 19.2848
H11 -1.3482 9.1445 17.5493
S4 -3.9318 18.4929 17.6787
F9 0.5222 13.7832 14.7993
H12 -3.5546 13.5406 16.1597
O17 -0.6674 12.1485 18.1341
C3 -0.0284 13.7298 16.0234
H13 1.6978 12.4928 20.2387
H14 1.7716 16.3568 18.9692
O18 1.4171 9.7793 11.6554
O19 -2.1671 9.3050 19.3787
F10 -0.3210 10.5790 21.1358
F11 -0.2392 12.2672 22.4800
C4 -2.5771 18.2094 16.3673
H15 1.2874 16.7729 16.1829
O20 -0.6485 14.7568 19.3664
F12 -2.3132 16.8904 16.3185
Na2 -2.3492 11.3324 13.5958
H16 -1.2941 9.5297 16.0862

Output
molecular weight = 786.4 g mol⁻¹
net charge = -2
HOMO energy = -3.566 eV
frontier orbital gap = 5.587 eV

Per-atom Mulliken charges, elementary charge units:
1 O -0.669
2 O -0.699
3 H 0.262
4 O -0.472
5 H 0.440
6 O -0.633
7 O -0.642
8 H 0.602
9 O -0.617
10 F -0.263
11 F -0.209
12 F -0.055
13 O -0.922
14 H 0.268
15 H 0.313
16 H 0.249
17 S 0.525
18 H 0.296
19 S 1.071
20 F -0.220
21 C 0.579
22 C 0.648
23 O -0.695
24 F -0.234
25 O -0.726
26 O -0.657
27 Na 1.000
28 S 1.124
29 O -0.736
30 F -0.090
31 O -0.675
32 O -0.772
33 F -0.181
34 O -0.502
35 H 0.379
36 F -0.233
37 H 0.234
38 H 0.062
39 O -0.774
40 O -0.680
41 H 0.451
42 S 1.097
43 F -0.193
44 H 0.269
45 O 0.092
46 C 0.469
47 H 0.315
48 H 0.264
49 O -0.638
50 O -0.742
51 F -0.198
52 F -0.261
53 C 0.579
54 H 0.296
55 O -0.556
56 F -0.188
57 Na 0.945
58 H 0.303

A cluster of 10 separate species, C50H112F30N5O2P5 in total. Source: OMol25; level of theory: ωB97M-V with the def2-TZVPD basis set.

Cartesian coordinates (Å):
C1 -3.8450 -4.1080 -3.6290
H1 0.3062 -2.2511 5.2381
F1 2.2379 -0.7731 1.1448
H2 -3.9343 3.5291 2.4253
H3 -1.9075 -0.8760 -8.6782
H4 3.1530 3.6797 6.6217
C2 -0.6206 3.6663 -0.5849
C3 -2.9345 -0.6572 -8.3704
H5 -1.1394 1.6461 6.3532
H6 -2.2906 0.4326 -5.9545
F2 -2.3903 -1.7525 -0.8678
H7 2.9501 4.6211 -0.0992
H8 3.9333 6.8532 1.5864
F3 2.6219 -0.6710 3.4382
C4 -3.2411 0.7627 -7.8903
H9 -4.0900 2.8887 4.0497
H10 -1.0021 -7.0071 -2.3341
H11 5.2745 3.5243 1.1777
H12 2.4565 -2.1704 6.9811
H13 -2.3317 0.4766 0.3131
F4 3.0798 0.9406 -1.3661
H14 5.6435 2.9164 2.7666
H15 6.1229 1.5225 0.2137
P1 3.5356 2.1010 -2.3764
H16 7.4396 -0.3133 1.2289
H17 0.7317 -7.0510 -0.6179
C5 1.2127 2.6182 -6.2503
F5 -3.7830 3.2436 -1.3090
H18 2.9943 2.1720 4.0127
C6 -1.2104 -7.0464 -4.8026
H19 -0.5898 1.6540 -1.0972
H20 -1.9651 -7.7560 -4.4084
H21 -1.2092 -9.3958 -6.4633
H22 0.7886 2.2102 -0.1338
F6 0.2848 -0.6161 3.6110
H23 -3.9028 1.0179 2.2700
C7 -3.3220 3.3293 3.3364
H24 -4.2338 -4.4349 -4.6190
H25 3.6214 1.9203 6.3545
C8 3.4380 3.2476 4.0800
C9 0.1502 4.6092 -5.2052
H26 -2.2756 -4.9354 6.7159
H27 4.9071 5.5949 0.7259
H28 -0.2188 -1.9428 7.6133
H29 -0.2322 0.7249 -7.2174
H30 -1.2717 1.4284 -4.4773
C10 4.3957 5.1265 2.8158
F7 4.9485 1.4394 -2.5718
C11 0.0072 -3.1167 5.8697
F8 3.9298 3.3580 -3.3538
F9 2.9785 1.2407 -3.6472
H31 -3.2844 1.5179 -8.7007
F10 3.1286 7.6292 4.3756
H32 1.3845 0.1006 -5.1440
C12 0.2997 -2.8905 7.3290
C13 -2.3844 -2.5404 5.9947
F11 -0.0973 7.3264 5.0253
H33 -4.3254 0.7149 -7.5300
H34 2.0693 5.7967 0.8646
C14 -2.3840 1.4077 0.8390
H35 -0.7463 2.1465 -7.9976
H36 -0.5843 -5.0397 -4.6562
C15 5.5836 0.8225 0.8511
C16 -1.3689 -3.5266 4.0085
H37 -0.2085 -7.2682 -4.3852
C17 6.5841 0.1037 1.8198
F12 -3.9963 1.9410 -4.2856
H38 -0.6218 -0.7599 -2.9872
H39 -0.9434 -0.9524 5.5375
N1 -0.9617 1.7778 0.8842
C18 -2.7693 1.2229 2.3828
C19 1.2956 -6.4804 -1.3703
H40 -3.0419 2.1351 0.3415
F13 1.2457 7.5287 3.1373
H41 -0.2392 -0.5480 -5.6616
H42 -1.6395 -3.4360 -1.9758
H43 1.8821 1.7401 -5.9591
P2 -2.8878 -2.7122 0.4276
C20 2.8608 5.0741 0.8669
C21 4.8804 3.0200 1.9898
H44 -0.6096 -8.5953 -7.9849
H45 -3.0472 -5.4658 4.3345
H46 1.8406 4.5016 2.6846
C22 -2.5816 -0.1250 6.5892
H47 4.6190 3.0125 7.2553
H48 2.1362 3.1467 1.5234
F14 -4.6764 1.2809 -2.1624
C23 1.5067 3.8810 -5.4529
C24 1.8546 -2.9612 7.4990
H49 -2.4226 -0.9746 4.5308
F15 -3.3963 -3.6466 1.7061
C25 -0.6294 5.7329 0.5862
H50 2.0376 -2.9841 8.5992
F16 -5.3013 3.3098 -2.9771
H51 0.6526 -3.9375 5.4895
H52 -1.7319 3.4734 -5.0241
N2 -1.8236 -5.1637 -3.1242
C26 -0.6465 -8.5380 -6.9161
F17 0.0653 -0.6670 1.3069
H53 -2.2383 0.3811 2.9117
H54 -3.6158 -6.2675 -3.2742
C27 -0.2492 1.3942 -4.7463
H55 -0.6367 -6.3674 -6.8055
F18 -4.1622 -1.8262 0.6536
H56 -2.6636 -2.7364 -4.7681
H57 -0.1681 -3.6098 7.9712
H58 -1.7274 5.6130 0.6134
H59 -3.0514 -2.0892 -3.1402
C28 -2.3276 1.2171 -6.7555
F19 -2.4338 1.8105 -2.5813
H60 -0.5606 0.8560 1.0630
H61 1.2901 2.8527 -7.3324
C29 -3.3113 -5.3146 -2.9106
H62 -3.3641 -2.8747 5.6433
C30 -1.1901 -7.1920 -6.3518
H63 0.4071 -8.8395 -6.6224
C31 -1.6839 -4.9561 5.8857
H64 -3.6354 -0.3481 6.7784
H65 0.8842 -5.2752 -3.1394
H66 -1.2688 3.8496 -6.6703
F20 1.8359 7.3309 6.2656
H67 6.9689 0.8659 2.5316
C32 -1.0058 -5.9374 -2.1359
H68 3.8781 5.7228 3.5495
H69 -2.7822 4.2205 3.7509
H70 -2.3444 -3.2769 3.5987
H71 5.3678 2.5391 4.7396
N3 -0.2130 2.3105 -5.9901
H72 2.6179 3.8668 4.4168
C33 0.3057 0.0045 -4.8973
H73 1.7826 -7.1572 -2.0608
F21 -1.7356 -3.7908 0.1345
H74 -1.3425 -5.7234 -1.1312
H75 2.0690 -5.9350 -0.8997
H76 -0.3187 3.9318 -1.6183
H77 -0.6813 -3.4640 -3.3624
H78 -1.3521 -4.9615 2.4758
H79 -1.9383 -6.7317 4.5038
H80 -3.5445 -0.8891 -9.2906
H81 0.2846 1.9330 -3.9722
H82 0.7119 -1.7219 -3.6825
H83 1.9925 3.6301 -4.4984
H84 -3.4335 -5.1772 -1.8536
H85 -0.7321 2.4200 1.7022
H86 -0.3692 6.2677 -0.3816
C34 -1.1589 -4.9012 3.5715
H87 -2.1878 -7.0746 -6.7690
H88 5.4454 5.1460 2.9143
H89 5.0611 4.2238 5.0736
N4 -1.3610 -3.5561 5.4987
C35 -2.0694 -1.1239 5.5534
F22 2.0589 2.7892 -2.1529
H90 2.1701 4.4879 -6.0002
C36 -0.8427 1.5406 -7.1089
O1 -0.0363 4.4110 0.4639
H91 -0.7131 -5.3835 6.2517
H92 -2.4304 -2.6330 7.0612
H93 -1.6914 3.8922 -0.6107
O2 -2.3673 2.3560 3.1203
H94 6.1829 -0.7625 2.3898
H95 0.0940 5.5044 -5.8113
H96 -2.2365 -5.0953 -5.1666
F23 1.3570 1.0277 2.4794
C37 4.5861 3.2627 5.0573
N5 3.8240 3.7692 2.6420
F24 1.2391 -2.3089 2.5183
C38 2.5536 4.0417 1.9434
C39 -2.2451 1.3823 6.4079
H97 -3.2613 -1.3784 -7.6435
C40 4.4109 1.6044 1.5107
H98 -2.7687 2.1149 -6.3819
H99 -0.0705 -5.1738 3.8473
F25 1.6828 5.7980 4.5836
H100 0.9621 -0.1713 -2.8137
H101 -4.6988 -3.7264 -3.0835
C41 -0.3186 2.2674 -0.2789
F26 -3.1125 3.8822 -3.3987
C42 -1.4624 -5.5598 -4.5250
C43 -2.7801 -3.0344 -3.6685
C44 0.3606 -0.7064 -3.4887
H102 5.1716 0.0818 0.1410
F27 1.4417 9.0306 4.9310
P3 1.3487 -0.6451 2.4223
P4 -3.9231 2.5334 -2.7796
H103 2.1771 -3.9203 7.0915
H104 -0.6699 -2.8031 3.6162
H105 3.9053 1.0850 2.4098
F28 -2.0158 -1.8248 1.3989
C45 3.9534 2.9386 6.4033
C46 -2.0088 -5.6421 4.5722
H106 -0.0153 4.9084 -4.1704
C47 -1.6368 -3.7029 -3.0208
H107 -2.7235 1.7079 5.4895
H108 -2.6411 1.9150 7.3060
H109 -0.2193 6.1556 1.4821
H110 3.6811 1.8240 0.7704
C48 0.4830 -5.4271 -2.0973
F29 4.0729 3.0515 -1.1289
F30 -3.7999 -3.5185 -0.6511
C49 -0.8810 3.6363 -5.6695
P5 1.5266 7.4803 4.7151
H111 0.5664 -4.4511 -1.6492
H112 -2.1692 -0.3698 7.6141
C50 4.1084 5.7367 1.3965

Output
molecular weight = 1540.3 g mol⁻¹
HOMO energy = -9.500 eV
frontier orbital gap = 9.192 eV

These are the Mulliken partial charges, in e, on atoms 1 to 99:
1 C -1.245
2 H -0.226
3 F -0.404
4 H 0.284
5 H 0.320
6 H 0.301
7 C -0.690
8 C -1.147
9 H 0.292
10 H -0.180
11 F -0.507
12 H -0.303
13 H 0.447
14 F -0.473
15 C -0.844
16 H 0.327
17 H 0.594
18 H 0.688
19 H 0.262
20 H -0.540
21 F -0.404
22 H 0.575
23 H 0.481
24 P 1.159
25 H 0.385
26 H 0.349
27 C -0.728
28 F -0.332
29 H -0.187
30 C -0.467
31 H 0.314
32 H 0.337
33 H 0.317
34 H -0.937
35 F -0.523
36 H 0.466
37 C -0.936
38 H 0.349
39 H 0.330
40 C -0.082
41 C -0.842
42 H 0.515
43 H 0.455
44 H 0.191
45 H 0.741
46 H 0.254
47 C -0.889
48 F -0.408
49 C -0.516
50 F -0.503
51 F -0.238
52 H 0.428
53 F -0.379
54 H 0.173
55 C -0.586
56 C -1.580
57 F -0.401
58 H 0.331
59 H 0.356
60 C 0.589
61 H 0.533
62 H 0.642
63 C -0.852
64 C -0.073
65 H 0.328
66 C -1.342
67 F -0.285
68 H -0.003
69 H -0.357
70 N 1.352
71 C 0.577
72 C -1.554
73 H 0.163
74 F -0.351
75 H 0.499
76 H -0.509
77 H 0.314
78 P 1.969
79 C -0.276
80 C -1.843
81 H 0.408
82 H 0.335
83 H 0.368
84 C -1.061
85 H 0.438
86 H -0.106
87 F -0.401
88 C -0.030
89 C -1.235
90 H 0.097
91 F -0.363
92 C -1.015
93 H 0.398
94 F -0.384
95 H 0.704
96 H -0.042
97 N 0.689
98 C -1.361
99 F -1.057

A cluster of 2 separate species, C2F3IO in total. Source: OMol25; level of theory: ωB97M-V with the def2-TZVPD basis set.

Cartesian coordinates (Å):
I1 -2.4949 -0.0737 -0.6651
O1 -0.8194 -1.7264 1.2613
C1 -0.9158 -0.8094 0.5396
F1 1.6027 -0.3732 -0.8220
F2 1.4947 1.1233 0.7938
F3 0.3294 1.3703 -0.9740
C2 0.8034 0.4891 -0.1337

Output
molecular weight = 223.9 g mol⁻¹
HOMO energy (alpha / beta) = -9.597 / -9.596 eV
frontier orbital gap (alpha / beta) = 8.529 / 8.528 eV
energy relative to the best compared isomer or geometry (same formula, charge and spin) = 163.58 kJ/mol

Per-atom Mulliken charges, elementary charge units:
1 I 0.131
2 O -0.318
3 C 0.209
4 F -0.210
5 F -0.196
6 F -0.181
7 C 0.566

A structure of composition C28H24N5Pd. Source: OMol25; level of theory: ωB97M-V with the def2-TZVPD basis set.

Cartesian coordinates (Å):
H1 0.4859 -3.6937 -1.7651
H2 0.1175 2.5205 6.4113
H3 -3.4269 -0.1871 -1.2640
H4 -4.0538 -4.3511 -0.4694
C1 -1.6594 1.3152 6.4753
H5 4.6351 3.1360 0.8716
H6 -1.6000 -4.6767 -0.7323
C2 0.6731 0.5175 -4.8600
H7 2.8719 -1.0261 -2.3648
H8 1.4497 -1.8755 -3.8904
H9 1.2458 -0.0396 -5.5846
C3 -0.2537 1.5553 4.5415
H10 2.5468 4.2892 0.1348
H11 -4.9946 -2.0574 -0.7770
C4 -2.2372 0.1720 4.4393
C5 -2.5169 0.4789 5.7526
N1 -0.3851 0.6252 -2.7377
H12 0.6554 -2.8780 -0.1984
C6 -0.8284 1.8474 -3.0188
H13 -2.9011 -0.4648 3.8730
C7 3.8086 2.5764 0.4653
C8 -3.0666 -1.1975 -1.1181
C9 -0.4525 0.0228 1.3577
H14 0.6081 1.9808 4.0483
C10 -3.9334 -2.2376 -0.8488
N2 -1.7452 -1.3655 -1.2219
H15 -0.2664 -2.0625 -3.4962
Pd1 -0.1500 -0.0249 -0.6556
C11 -0.7493 0.3220 2.5038
H16 2.1259 -1.3682 0.5750
N3 0.9366 -1.6115 -1.8347
C12 3.8746 1.1970 0.3446
C13 -0.5441 2.4756 -4.2188
C14 0.6362 -1.4830 -3.2678
H17 3.8021 -1.3666 0.0039
C15 -3.4102 -3.5151 -0.6908
H18 0.6985 2.9229 -0.7990
C16 1.6197 2.4624 -0.4606
C17 -2.0410 -3.6969 -0.8355
H19 -1.4626 2.3121 -2.2670
C18 2.6494 3.2205 0.0567
H20 -0.9339 3.4592 -4.4219
C19 -1.2372 -2.5995 -1.1039
N4 -2.1466 1.8343 8.9348
C20 -0.5324 1.8633 5.8540
H21 2.7703 -2.6353 -1.6374
C21 0.2663 -2.7606 -1.2196
C22 -1.9318 1.6055 7.8326
H22 4.7611 0.6678 0.6529
H23 -3.3926 0.0732 6.2351
C23 0.2365 1.8043 -5.1486
C24 2.3825 -1.6073 -1.5792
C25 -1.0861 0.6837 3.8258
H24 0.4809 2.2673 -6.0924
C26 0.3306 -0.0480 -3.6404
C27 2.7956 -1.0096 -0.2221
C28 2.7916 0.4982 -0.1705
N5 1.6827 1.1330 -0.5765

Output
molecular weight = 537.0 g mol⁻¹
net charge = +1
HOMO energy (alpha / beta) = -10.082 / -10.081 eV
frontier orbital gap (alpha / beta) = 6.593 / 6.593 eV

Per-atom Mulliken charges, elementary charge units:
1 H 0.473
2 H 0.443
3 H 0.457
4 H 0.453
5 C 0.506
6 H 0.443
7 H 0.486
8 C -1.156
9 H 0.510
10 H 0.464
11 H 0.466
12 C -0.500
13 H 0.462
14 H 0.463
15 C -0.566
16 C -0.608
17 N 0.597
18 H 0.440
19 C -0.313
20 H 0.461
21 C -0.405
22 C -0.452
23 C -1.422
24 H 0.482
25 C -0.818
26 N 0.342
27 H 0.371
28 Pd 0.288
29 C 0.492
30 H 0.292
31 N 0.836
32 C -0.980
33 C -0.852
34 C -1.422
35 H 0.509
36 C -0.362
37 H 0.440
38 C -0.099
39 C -0.963
40 H 0.507
41 C -0.939
42 H 0.442
43 C 0.624
44 N -0.468
45 C -0.619
46 H 0.394
47 C -0.873
48 C -0.003
49 H 0.462
50 H 0.448
51 C -0.370
52 C -1.103
53 C 0.572
54 H 0.441
55 C 0.992
56 C -0.842
57 C 0.736
58 N 0.342

A cluster of 2 separate species, C26H25N7O2 in total. Source: OMol25; level of theory: ωB97M-V with the def2-TZVPD basis set.

Cartesian coordinates (Å):
C1 0.0302 -0.0937 3.8584
H1 1.1690 -2.6514 3.9237
N1 -2.7174 0.2695 6.4696
C2 4.9764 -0.4251 2.6714
N2 -0.4748 -0.5055 5.7658
H2 1.3471 -1.6693 6.2580
H3 -3.6375 -3.1453 0.6286
H4 -0.1145 0.9935 4.0600
C3 1.4112 -0.4708 3.5486
C4 -0.9417 -1.7826 2.1501
C5 -2.5638 -3.1835 0.8274
H5 -0.1051 -2.4224 1.8962
C6 5.2527 0.8462 2.2096
H6 -6.9550 1.8056 3.7746
H7 2.8440 3.8193 0.8206
N3 -2.1958 -2.0323 1.6397
N4 -0.0715 -1.5624 7.8167
C7 -6.3058 2.5778 3.3428
H8 6.2444 1.1276 1.8577
C8 -2.9854 0.9752 3.3880
H9 -6.4884 2.6839 2.2655
H10 -4.9665 -1.6154 1.1946
C9 -3.0737 -1.0394 2.0564
C10 -1.2979 -1.0162 7.8932
N5 3.1370 -1.9377 3.4297
H11 5.7541 -1.1825 2.7229
H12 -2.4504 1.6603 4.0276
H13 3.1921 4.3265 2.5235
N6 -1.9710 -1.3801 10.2156
C11 -1.5775 -0.3563 6.5733
H14 2.1246 2.2708 2.5335
N7 -3.3699 -0.2081 8.7729
H15 -6.1195 0.4291 2.0759
C12 2.6221 0.2543 3.0789
C13 -4.3502 1.1954 3.0833
C14 -3.5649 0.3165 7.5412
C15 -5.0643 0.2530 2.2918
O1 -4.9143 2.3095 3.6234
C16 -0.9839 -0.6460 2.9968
H16 -2.6089 -1.2737 10.9660
C17 -2.2346 -0.8774 8.9881
C18 4.2297 1.8238 2.1428
C19 3.8700 -3.1818 3.5776
C20 -4.4268 -0.8762 1.7863
H17 3.4464 -3.9444 2.9122
H18 -2.0083 -3.1827 -0.1191
O2 4.6049 3.0364 1.6538
C21 3.6268 4.0928 1.5421
H19 -6.4760 3.5349 3.8457
H20 -4.5132 0.8517 7.4024
H21 4.2081 4.9389 1.1689
H22 -2.3303 -4.1199 1.3516
H23 -1.0982 -1.8904 10.4042
H24 3.7873 -3.5445 4.6103
C22 1.7966 -1.7955 3.6744
C23 0.3649 -1.2655 6.5176
C24 3.6712 -0.7128 3.0673
C25 2.9106 1.5249 2.5883
H25 4.9225 -3.0098 3.3375
C26 -2.3487 -0.1284 2.8702

Output
molecular weight = 467.5 g mol⁻¹
HOMO energy = -6.774 eV
frontier orbital gap = 6.701 eV

Per-atom Mulliken charges, elementary charge units:
1 C 0.046
2 H 0.801
3 N -0.406
4 C -1.002
5 N 0.011
6 H 0.456
7 H 0.287
8 H 0.402
9 C 0.437
10 C -0.849
11 C -0.961
12 H 0.706
13 C -0.868
14 H 0.354
15 H 0.317
16 N 0.122
17 N -0.844
18 C -0.947
19 H 0.419
20 C 0.154
21 H 0.370
22 H 0.182
23 C -0.269
24 C 0.834
25 N 0.221
26 H 0.225
27 H 0.293
28 H 0.310
29 N -0.388
30 C 0.253
31 H 0.552
32 N -0.727
33 H 0.394
34 C -0.109
35 C 0.231
36 C -0.349
37 C -0.676
38 O -0.438
39 C 0.919
40 H 0.239
41 C 0.151
42 C 0.377
43 C -0.955
44 C -1.256
45 H 0.310
46 H 0.327
47 O -0.474
48 C -0.770
49 H 0.268
50 H 0.402
51 H 0.233
52 H 0.327
53 H 0.237
54 H 0.315
55 C -1.432
56 C -0.472
57 C 0.049
58 C 0.575
59 H 0.291
60 C 0.792

Maximum force (computed, eV/A): 4.002, 4.151, 2.724, 2.036, 4.422
E (computed, Ha): -4782.87007, -7100.29695, -748.66845, -1482.77519, -1539.47778